Record 1
{"formula": "C12H19Cl3GeNO11P2RuS", "method": "the ωB97M-V functional and the def2-TZVPD basis", "e_lumo_ev": [-9.44, -10.09], "e_homo_ha": [-0.5224, -0.5222], "s2": 8.777, "relative_energy_kj_mol": 187.50, "spin_multiplicity": 6, "gap_ha": [0.1754, 0.1512], "energy_ev": -162831.318, "total_charge": 2, "species": ["Ru", "C", "C", "O", "P", "O", "O", "O", "P", "O", "O", "O", "H", "H", "H", "H", "H", "H", "H", "Cl", "Ge", "Cl", "Cl", "C", "C", "C", "C", "C", "C", "C", "S", "O", "O", "N", "C", "C", "C", "O", "O", "H", "H", "H", "H", "H", "H", "H", "H", "H", "H", "H", "H"], "xyz": [[-2.431, -0.360, -0.469], [-0.693, -2.461, -4.305], [-0.682, -2.725, -2.822], [0.145, -3.758, -2.394], [-2.405, -2.927, -2.150], [-2.498, -3.777, -0.847], [-3.129, -3.792, -3.222], [-3.087, -1.572, -2.028], [-0.148, -1.272, -1.791], [1.402, -1.291, -1.601], [-0.847, -1.623, -0.469], [-0.627, -0.001, -2.405], [-1.072, -3.332, -4.840], [0.315, -2.234, -4.654], [-1.336, -1.611, -4.528], [0.154, -4.491, -3.028], [-2.199, -3.437, 0.008], [-4.024, -4.089, -3.022], [1.762, -2.122, -1.278], [-1.553, 3.510, -1.781], [-2.408, 1.809, -2.780], [-3.881, 2.496, -4.248], [-3.978, 1.128, -1.078], [5.562, 3.214, 1.382], [4.223, 2.594, 1.318], [4.034, 1.249, 1.666], [2.771, 0.690, 1.657], [1.689, 1.470, 1.271], [1.844, 2.800, 0.901], [3.107, 3.357, 0.928], [0.070, 0.729, 1.333], [-0.644, 1.069, 0.102], [0.178, -0.643, 1.689], [-0.660, 1.544, 2.598], [-1.223, 0.909, 3.778], [-1.921, -0.451, 3.553], [-2.456, -0.583, 2.142], [-2.622, -1.676, 1.586], [-2.697, 0.489, 1.511], [6.331, 2.496, 1.651], [5.564, 4.021, 2.119], [5.817, 3.686, 0.431], [4.882, 0.648, 1.957], [2.601, -0.337, 1.940], [0.985, 3.376, 0.598], [3.249, 4.392, 0.657], [-1.149, 2.371, 2.289], [-1.920, 1.625, 4.218], [-0.406, 0.738, 4.488], [-2.749, -0.556, 4.259], [-1.238, -1.288, 3.709]]}

***

Record 2
{"formula": "C22H20N3O4S3SbSe4Ti", "method": "the ωB97M-V functional and the def2-TZVPD basis", "e_lumo_ev": 2.83, "e_homo_ha": -0.1172, "relative_energy_kj_mol": 66.92, "gap_ha": 0.2213, "energy_ev": -359349.549, "total_charge": -2, "species": ["Ti", "C", "C", "N", "N", "C", "S", "S", "C", "C", "C", "C", "C", "C", "C", "C", "C", "C", "C", "C", "C", "O", "H", "H", "H", "H", "H", "H", "H", "H", "H", "H", "H", "H", "H", "H", "N", "C", "C", "C", "C", "C", "C", "S", "O", "O", "O", "H", "H", "H", "H", "H", "H", "Se", "Sb", "Se", "Se", "Se"], "xyz": [[0.026, -0.333, -1.554], [-1.174, -0.496, 2.724], [-1.255, -0.381, 1.229], [-0.157, -0.315, 0.510], [1.001, -0.406, 1.276], [2.117, -0.263, 0.658], [2.358, 0.178, -0.998], [3.543, -0.648, 1.651], [3.344, -2.470, 1.572], [2.109, -3.010, 2.237], [1.911, -2.890, 3.611], [0.757, -3.385, 4.195], [-0.219, -3.996, 3.413], [-0.033, -4.117, 2.044], [1.133, -3.629, 1.464], [-2.591, -0.295, 0.657], [-3.721, -0.423, 1.488], [-4.999, -0.303, 0.997], [-5.197, -0.045, -0.359], [-4.127, 0.081, -1.209], [-2.823, -0.053, -0.717], [-1.818, 0.067, -1.555], [-0.151, -0.579, 3.063], [-1.718, -1.388, 3.036], [-1.649, 0.375, 3.178], [4.257, -2.845, 2.039], [3.358, -2.753, 0.519], [2.657, -2.385, 4.215], [0.610, -3.287, 5.265], [-1.124, -4.376, 3.872], [-0.778, -4.590, 1.415], [1.267, -3.720, 0.391], [-3.593, -0.632, 2.539], [-5.844, -0.426, 1.660], [-6.204, 0.031, -0.753], [-4.256, 0.232, -2.271], [-0.093, 2.001, -2.160], [0.867, 3.077, -2.232], [1.418, 3.595, -1.072], [2.299, 4.667, -1.148], [2.638, 5.213, -2.376], [2.112, 4.662, -3.537], [1.226, 3.599, -3.468], [3.706, 6.658, -2.493], [4.217, 6.845, -1.143], [4.709, 6.282, -3.479], [2.803, 7.710, -2.945], [-0.653, 2.005, -3.009], [-0.758, 2.169, -1.412], [1.161, 3.160, -0.113], [2.736, 5.096, -0.256], [2.398, 5.086, -4.491], [0.801, 3.178, -4.374], [-3.801, -3.500, -1.150], [-2.138, -4.684, -2.413], [-2.211, -4.650, -4.811], [-0.736, -6.253, -1.254], [0.282, -2.443, -2.168]]}

***

Record 3
{"formula": "C9H16Ag2BBr8F4O3", "method": "the ωB97M-V functional and the def2-TZVPD basis", "e_lumo_ev": 1.06, "e_homo_ha": -0.1480, "relative_energy_kj_mol": 0.00, "gap_ha": 0.1872, "energy_ev": -595626.068, "total_charge": -1, "species": ["Ag", "Ag", "C", "O", "O", "O", "B", "F", "F", "F", "F", "Br", "C", "C", "Br", "H", "H", "H", "H", "Br", "C", "C", "Br", "H", "H", "H", "H", "Br", "C", "C", "Br", "H", "H", "H", "H", "Br", "C", "C", "Br", "H", "H", "H", "H"], "xyz": [[0.269, -0.171, -3.225], [-0.831, -3.495, -1.482], [0.312, -2.644, -4.650], [-0.009, -3.531, -5.500], [0.997, -1.602, -5.045], [-0.356, -2.507, -3.542], [-0.089, -0.820, -0.283], [-1.389, -1.242, -0.550], [-0.033, 0.601, -0.333], [0.294, -1.281, 1.004], [0.814, -1.322, -1.211], [0.169, -2.568, 4.418], [-0.527, -1.248, 3.152], [-1.494, -0.324, 3.911], [-1.663, 1.248, 2.769], [-0.887, -1.755, 2.264], [0.348, -0.650, 2.911], [-0.989, -0.029, 4.823], [-2.475, -0.769, 4.032], [-3.808, 3.577, 1.210], [-2.806, 3.389, -0.460], [-2.895, 1.948, -0.920], [-2.244, 1.797, -2.821], [-1.786, 3.583, -0.138], [-3.079, 4.062, -1.267], [-3.945, 1.673, -0.866], [-2.272, 1.306, -0.304], [3.357, -0.264, -0.203], [2.750, -1.923, 0.597], [2.613, -2.993, -0.436], [2.174, -4.723, 0.373], [1.859, -1.847, 1.218], [3.532, -2.230, 1.294], [3.504, -3.159, -1.033], [1.783, -2.775, -1.106], [1.439, 4.172, -1.582], [1.711, 2.680, -0.309], [0.595, 2.663, 0.720], [0.223, 4.366, 1.594], [2.719, 2.743, 0.102], [1.769, 1.708, -0.794], [0.661, 1.912, 1.500], [-0.315, 2.443, 0.166]]}

***

Record 4
{"formula": "C4H16O3", "method": "the ωB97M-V functional and the def2-TZVPD basis", "e_lumo_ev": 0.70, "e_homo_ha": -0.4034, "relative_energy_kj_mol": 113.96, "gap_ha": 0.4291, "energy_ev": -10549.293, "species": ["C", "C", "C", "C", "H", "H", "H", "H", "H", "H", "H", "H", "H", "H", "O", "H", "H", "O", "H", "H", "O", "H", "H"], "xyz": [[-0.564, 2.158, -1.128], [-0.592, 1.277, 0.141], [-1.634, 0.186, -0.121], [-1.875, -0.566, 1.105], [-1.428, 2.749, -1.102], [0.427, 2.758, -1.317], [-0.800, 1.548, -2.048], [0.370, 0.812, 0.207], [-0.855, 1.890, 1.067], [-2.649, 0.717, -0.395], [-1.256, -0.319, -1.080], [-2.848, -0.201, 1.695], [-1.995, -1.632, 1.031], [-1.050, -0.499, 1.841], [1.516, -1.264, 1.792], [1.285, -1.858, 1.049], [0.794, -1.362, 2.386], [2.927, 0.175, -0.665], [3.010, 1.111, -0.834], [3.021, 0.023, 0.309], [1.523, -2.808, -1.046], [0.687, -2.867, -1.572], [1.987, -2.029, -1.314]]}

***

Record 5
{"formula": "H2INP2", "method": "the ωB97M-V functional and the def2-TZVPD basis", "e_lumo_ev": -1.69, "e_homo_ha": -0.3237, "relative_energy_kj_mol": 313.50, "gap_ha": 0.2615, "energy_ev": -28196.816, "species": ["N", "P", "P", "I", "H", "H"], "xyz": [[-1.649, -1.000, 0.969], [-0.395, -0.342, 0.602], [1.552, 0.886, 1.655], [0.333, 1.797, 3.483], [0.171, -0.200, -0.821], [2.654, 0.355, 2.673]]}

***

Record 6
{"formula": "C5H9N2", "method": "the ωB97M-V functional and the def2-TZVPD basis", "e_lumo_ev": -4.60, "e_homo_ha": -0.5596, "relative_energy_kj_mol": 437.53, "gap_ha": 0.3904, "energy_ev": -8301.198, "total_charge": 1, "species": ["C", "C", "C", "N", "C", "N", "C", "H", "H", "H", "H", "H", "H", "H", "H", "H"], "xyz": [[0.543, 1.312, 1.392], [-0.156, 0.393, 0.423], [-0.033, -1.086, 0.841], [-0.359, -1.778, -0.534], [-0.079, -0.896, -1.441], [0.427, 0.213, -0.888], [-0.128, 0.404, -2.231], [0.393, 0.836, 2.415], [0.202, 2.357, 1.394], [1.622, 1.398, 1.127], [-1.165, 0.578, 0.520], [0.907, -1.414, 1.294], [-0.838, -1.310, 1.574], [-0.801, -2.652, -0.635], [0.527, 0.616, -3.083], [-1.061, 1.028, -2.166]]}

***

Record 7
{"formula": "C25H41F3O2P2Pd", "method": "the ωB97M-V functional and the def2-TZVPD basis", "e_lumo_ev": [-5.07, -8.19], "e_homo_ha": [-0.4294, -0.5161], "s2": 6.012, "relative_energy_kj_mol": 67.07, "spin_multiplicity": 5, "gap_ha": [0.2430, 0.2150], "energy_ev": -60873.938, "total_charge": 2, "species": ["Pd", "C", "C", "C", "C", "C", "C", "H", "H", "H", "C", "H", "H", "H", "C", "H", "H", "H", "C", "H", "H", "H", "C", "H", "H", "H", "C", "C", "C", "C", "C", "C", "C", "C", "H", "H", "H", "H", "H", "H", "H", "H", "H", "H", "H", "H", "P", "C", "C", "P", "C", "C", "C", "H", "H", "H", "H", "H", "H", "H", "H", "H", "H", "H", "H", "H", "H", "F", "C", "F", "F", "C", "O", "O"], "xyz": [[-3.806, 2.536, -1.925], [0.349, 1.046, 2.164], [-0.823, 0.270, 2.228], [0.874, -1.094, 1.478], [1.412, 0.201, 1.708], [-0.517, -1.041, 1.764], [0.492, 2.509, 2.376], [-0.475, 2.987, 2.585], [0.972, 3.051, 1.536], [1.155, 2.682, 3.234], [2.765, 0.644, 1.342], [3.021, 1.595, 1.808], [2.875, 0.799, 0.257], [3.526, -0.095, 1.616], [1.591, -2.252, 0.907], [2.384, -2.651, 1.545], [2.058, -1.977, -0.030], [0.899, -3.067, 0.698], [-1.486, -2.156, 1.584], [-1.463, -2.829, 2.455], [-1.232, -2.773, 0.708], [-2.520, -1.801, 1.460], [-2.205, 0.725, 2.565], [-2.440, 0.609, 3.641], [-2.963, 0.131, 2.038], [-2.394, 1.766, 2.310], [-3.245, 3.407, -3.727], [-4.143, 4.218, -2.942], [-5.638, 4.178, -3.104], [-6.061, 2.650, -3.411], [-5.190, 1.527, -2.849], [-4.323, 0.516, -3.650], [-3.848, 1.128, -4.993], [-3.645, 2.676, -5.019], [-6.065, 4.900, -3.820], [-6.277, 2.566, -4.483], [-6.119, 4.480, -2.155], [-4.510, 3.143, -5.529], [-2.182, 3.657, -3.623], [-3.706, 4.983, -2.300], [-2.815, 2.915, -5.711], [-2.909, 0.672, -5.330], [-4.978, -0.380, -3.784], [-4.569, 0.863, -5.789], [-7.011, 2.563, -2.879], [-5.641, 1.129, -1.900], [-0.208, 1.490, -1.659], [0.786, 2.613, -2.639], [-1.058, 2.671, -0.482], [-2.797, -0.392, -2.791], [-1.347, 0.814, -2.955], [-3.571, -0.705, -1.187], [-1.955, -1.886, -3.436], [1.835, 2.315, -2.602], [0.696, 3.609, -2.206], [0.419, 2.615, -3.674], [-2.176, 2.504, -0.582], [-0.849, 3.737, -0.674], [-0.766, 2.523, 0.555], [-2.184, -2.151, -4.472], [-2.174, -2.736, -2.770], [-0.869, -1.708, -3.370], [-0.557, 0.247, -3.491], [-1.643, 1.650, -3.637], [-2.926, -1.360, -0.601], [-4.536, -1.222, -1.306], [-3.727, 0.252, -0.675], [2.980, -2.332, -2.080], [2.700, -1.326, -2.955], [3.794, -1.131, -3.735], [1.713, -1.806, -3.758], [2.255, -0.057, -2.175], [3.105, 0.779, -1.926], [0.992, -0.045, -1.818]]}

***

Record 8
{"formula": "C2H3N4O", "method": "the ωB97M-V functional and the def2-TZVPD basis", "e_lumo_ev": 4.23, "e_homo_ha": -0.1077, "relative_energy_kj_mol": 204.36, "gap_ha": 0.2630, "energy_ev": -10128.484, "total_charge": -1, "species": ["C", "C", "N", "N", "N", "N", "O", "H", "H", "H"], "xyz": [[1.252, 1.131, 1.450], [-1.300, -0.940, -0.539], [1.914, 1.341, 0.424], [1.582, 0.936, -0.865], [0.633, 0.178, -1.054], [-0.189, -0.128, -0.122], [0.915, 1.158, 2.564], [-1.523, -0.703, -1.614], [-1.212, -2.154, -0.423], [-2.071, -0.819, 0.178]]}